[1]
Computed, not measured: the molecule C4H5N3O, with the ωB97M-V functional and the def2-TZVPD basis.

XYZ file:
```
13
Properties=species:S:1:pos:R:3:forces:R:3:mulliken_spin:R:1
C 3.0920 -0.2806 0.6191 -3.1 -1.9 -4.2 -0.03
C -0.5243 -0.8589 0.0671 0.3 -0.1 -0.5 -0.01
C 1.3112 -0.0051 -1.2933 -1.8 -0.6 0.7 0.01
C 2.1745 -0.8288 -0.3021 6.9 -3.7 -0.9 0.75
N 3.8119 0.1350 1.3852 2.7 1.6 3.0 0.28
N 0.6679 -0.0542 -0.0033 -6.4 1.2 0.7 0.85
N -0.4505 -2.0282 0.8520 -4.3 1.1 -2.6 0.01
O -1.4739 -0.6102 -0.6488 0.0 -0.2 0.4 0.09
H 1.5917 1.0194 -1.6076 0.7 -0.6 0.7 0.04
H 0.7187 -0.4473 -2.1633 1.0 0.0 1.3 -0.01
H 2.1851 -1.9979 -0.2566 -0.4 2.5 -0.5 0.01
H 0.1626 -2.0889 1.5951 1.2 -0.1 1.8 0.00
H -1.4741 -2.4154 0.9255 3.0 0.7 0.2 0.00
```
Forces are in eV/Å.

Properties
lowest unoccupied orbital energy (spin up / spin down): 0.63 / -3.63 eV
electronic energy: -394.6904 Ha
energy relative to the best compared isomer or geometry (same formula, charge and spin): 2.347 eV
spin multiplicity: 3
total charge: 0

***

[2]
Computed, not measured: a cluster of 15 separate species, C4H37NO16 in total, with the ωB97M-V functional and the def2-TZVPD basis.

XYZ file:
```
58
Properties=species:S:1:pos:R:3:forces:R:3:mulliken_charge:R:1
O 0.7846 3.7068 1.3208 -0.2 0.9 0.3 -0.52
C 1.0876 2.7339 1.9251 1.0 -1.9 -1.3 0.17
O 0.1673 1.7227 2.0994 -0.4 1.1 0.5 -0.37
C 2.5233 2.2257 2.1418 -0.6 0.6 3.4 0.19
C 3.3300 2.1087 0.8826 1.1 0.6 -0.5 -0.65
C 3.6359 0.6329 0.6820 -2.2 -0.6 0.4 -0.96
N 2.3976 -0.1466 0.7198 -0.8 -0.6 -1.3 0.16
H 0.4394 1.1825 2.8442 0.2 -0.5 0.0 0.32
H 2.4965 1.3273 2.7941 -0.4 -0.1 -1.6 -0.23
H 2.9920 2.7503 2.9953 0.1 1.3 -1.0 0.41
H 4.2367 2.7240 0.9237 0.2 -0.3 0.4 0.40
H 2.8399 2.5903 0.0340 -0.5 -0.5 0.0 0.35
H 4.1761 0.2682 1.5531 0.7 0.0 -0.3 0.35
H 4.0708 0.3453 -0.2737 0.7 0.3 0.1 0.33
H 1.8718 -0.3196 1.5420 0.7 0.3 1.2 0.06
H 1.6534 0.1324 0.0982 0.4 0.3 -0.9 0.09
H 0.1669 0.7989 -2.4415 -0.3 -1.1 -0.8 0.26
H -0.6512 -0.7173 -2.5080 1.0 0.9 -0.7 0.24
O -0.3360 0.0792 -2.0322 -0.8 0.7 1.8 -0.33
H 2.0461 -0.1698 -3.5201 0.0 -0.1 0.0 0.31
H 2.8811 0.6454 -2.5162 0.7 -0.2 0.9 0.32
O 2.2845 0.7166 -3.2404 -0.7 0.5 -1.1 -0.63
H -4.1012 0.8576 0.5330 0.7 0.4 0.8 0.27
H -4.7987 2.3291 0.6842 0.4 -0.1 0.6 0.27
O -4.6704 1.5387 0.1713 -0.9 -0.4 -1.5 -0.65
H -3.3926 0.3431 -2.5481 -0.1 0.2 0.2 0.31
H -4.5447 0.8000 -1.6248 0.3 0.1 -0.6 0.38
O -4.3189 0.1650 -2.3425 0.0 0.4 0.3 -0.70
H 2.2105 -1.5063 -2.0606 0.5 -0.1 0.6 0.13
H 2.0498 -2.2252 -0.6567 0.2 0.9 -0.4 0.22
O 1.5959 -1.9008 -1.4435 -0.9 -0.4 -0.4 -0.36
H -0.4214 2.2932 -1.0868 0.0 0.0 0.0 0.22
H -1.5415 3.2121 -0.7398 0.1 0.2 0.0 0.33
O -0.7536 3.1747 -1.2952 -0.2 -0.3 0.0 -0.61
H -4.8780 -0.8985 -0.9823 -0.3 -0.8 0.5 0.36
H -5.4450 -1.7821 0.2693 0.1 0.6 -0.1 0.28
O -5.0804 -1.7866 -0.6181 0.2 -0.4 -0.3 -0.61
H -1.0606 -2.6220 -3.6617 -0.9 -0.5 0.1 0.24
H -2.2393 -1.4343 -3.6275 0.0 -1.2 -0.1 0.31
O -1.3161 -1.7062 -3.6834 0.6 1.3 -0.2 -0.64
H -2.6032 -3.1225 -0.6594 -1.9 0.1 -1.3 0.30
H -1.7412 -1.9560 -0.0849 -0.5 -0.7 -0.2 0.32
O -1.9234 -2.9093 -0.0705 1.9 0.4 1.8 -0.66
H 3.2691 -3.4840 -0.3926 0.8 -0.1 0.1 0.29
H 4.7020 -3.0037 0.0851 -0.2 -0.4 -0.1 0.26
O 3.7802 -2.7486 -0.0174 0.0 -0.2 0.1 -0.60
H -1.7983 -0.6920 3.7516 0.3 -0.1 -0.2 0.28
H -1.5637 0.7251 4.1820 0.4 -0.1 -0.3 0.30
O -1.1583 0.0267 3.6390 -0.8 0.0 0.6 -0.61
H 3.5225 -0.4008 3.8732 0.1 -0.9 0.3 0.25
H 2.2669 -1.4071 3.5347 0.9 -0.1 0.4 0.26
O 2.6607 -0.5305 3.4845 -0.9 0.5 -0.1 -0.57
H -0.5090 -4.2109 -0.6740 0.0 0.4 -0.1 0.32
H -0.5759 -4.1644 -2.1914 0.5 -0.1 0.6 0.25
O 0.0626 -4.1574 -1.4539 -0.4 -0.8 -0.6 -0.55
H -1.6574 0.3077 1.6325 -0.2 0.1 -0.2 0.31
H -1.5425 -0.1199 0.1660 -0.3 0.7 0.1 0.14
O -2.1956 0.1745 0.8309 0.6 -0.5 -0.1 -0.34
```
Forces are in eV/Å.

Properties
lowest unoccupied orbital energy: -0.11 eV
electronic energy: -1433.1082 Ha
energy relative to the best compared isomer or geometry (same formula, charge and spin): 6.291 eV
total charge: 0

***

[3]
Computed, not measured: a structure of composition C36H52BKN14S2, with the ωB97M-V functional and the def2-TZVPD basis.

XYZ file:
```
106
Properties=species:S:1:pos:R:3:forces:R:3:mulliken_charge:R:1
K -0.9635 -1.0899 -0.0641 -0.3 -0.6 0.2 1.28
C -0.9538 4.6581 -0.8711 -0.1 0.0 0.1 -1.45
C -1.2439 3.2955 -1.4137 0.1 0.1 0.2 0.11
C -2.2870 3.0065 -2.2660 0.0 0.0 0.0 -0.57
C -2.3132 1.6067 -2.3530 -0.1 0.0 0.1 -0.95
N -1.3537 1.0896 -1.6128 0.4 0.1 -0.1 0.00
N -0.6571 2.1262 -1.0337 -0.2 0.0 -0.2 1.63
B 0.5725 1.6030 -0.1786 -0.2 0.0 -0.1 -0.26
N 0.3912 1.7794 1.3712 0.1 0.0 0.1 0.36
N 0.0040 0.6388 2.0279 -0.1 0.3 0.0 0.79
C -0.0482 0.9423 3.3174 -0.1 -0.1 0.0 -0.47
C 0.3156 2.2823 3.5257 0.0 0.1 0.0 -0.88
C 0.5990 2.7731 2.2659 0.0 -0.1 0.0 0.37
C 1.1301 4.1094 1.8851 0.0 0.1 0.1 -1.07
C -0.4091 -0.1083 4.3473 0.0 0.0 0.0 2.36
C -0.3633 0.4889 5.7523 0.0 0.0 0.1 -2.43
C -1.8124 -0.6644 4.0788 0.0 0.0 0.0 -1.27
C 0.6057 -1.2523 4.2409 0.0 0.0 0.1 -1.28
N 2.0207 1.8240 -0.7209 0.2 0.1 -0.1 0.81
N 2.7309 0.6564 -0.7505 0.1 0.1 0.0 -0.60
C 3.9456 0.9434 -1.1874 -0.1 0.1 0.2 -0.84
C 4.0602 2.3172 -1.4491 -0.1 0.0 -0.1 -0.58
C 2.8151 2.8402 -1.1551 0.0 -0.1 0.0 0.45
C 2.4078 4.2524 -1.4099 0.0 0.0 -0.2 -1.49
C 4.9718 -0.1572 -1.3477 -0.1 0.0 0.0 2.91
C 5.2285 -0.8134 0.0188 0.0 0.0 -0.1 -1.61
C 4.4075 -1.1934 -2.3247 0.2 -0.1 0.0 -1.39
C 6.2799 0.3972 -1.9030 0.1 0.1 0.0 -2.33
C -3.2585 0.7119 -3.1272 0.0 0.0 0.0 2.76
C -4.2341 1.5611 -3.9413 0.0 0.0 0.0 -2.39
C -4.0621 -0.1759 -2.1684 -0.1 -0.1 0.1 -1.43
C -2.4359 -0.1733 -4.0674 0.0 0.0 0.0 -1.18
H -1.6117 5.3742 -1.3610 0.0 0.0 0.0 0.49
H 0.0633 4.9964 -1.0294 0.0 0.0 0.0 0.08
H -1.1726 4.6989 0.2010 0.0 0.0 -0.1 0.19
H -2.9532 3.7249 -2.7172 0.0 0.0 0.0 0.54
H 0.4603 0.4464 -0.2819 0.5 0.3 -0.2 -1.09
H 0.3902 2.8173 4.4598 0.0 0.0 -0.1 0.59
H 0.7095 4.8932 2.5154 0.0 0.0 0.0 0.39
H 0.8793 4.3423 0.8608 0.0 0.0 0.0 -0.31
H 2.2172 4.1446 1.9835 0.0 0.0 0.0 0.20
H -1.0843 1.3041 5.8603 0.0 0.0 0.0 0.44
H 0.6318 0.8771 5.9890 -0.1 0.0 0.0 0.43
H -0.6110 -0.2790 6.4901 0.0 0.0 0.0 0.43
H -2.5687 0.1266 4.1241 0.1 0.0 0.0 0.29
H -2.0667 -1.4242 4.8258 0.0 0.1 0.0 0.50
H -1.8684 -1.1201 3.0890 0.0 0.0 0.0 -0.06
H 1.6223 -0.8991 4.4379 -0.1 0.0 0.0 0.38
H 0.5849 -1.6620 3.2323 0.0 0.0 0.0 -0.13
H 0.3667 -2.0486 4.9558 0.0 0.1 -0.1 0.49
H 4.9057 2.8653 -1.8370 -0.1 0.0 0.0 0.54
H 3.3006 4.8442 -1.6093 0.0 0.0 -0.1 0.48
H 1.9097 4.7182 -0.5740 0.0 0.1 0.1 0.24
H 1.7539 4.3217 -2.2849 0.0 0.0 0.1 0.19
H 4.2969 -1.1916 0.4437 0.0 0.1 0.0 0.20
H 5.6418 -0.0862 0.7218 0.0 0.0 0.0 0.43
H 5.9465 -1.6407 -0.0719 0.0 0.1 0.0 0.36
H 3.4404 -1.5394 -1.9661 -0.1 -0.1 0.0 0.03
H 5.1077 -2.0374 -2.4384 -0.1 0.1 0.0 0.37
H 4.2459 -0.7573 -3.3142 0.0 0.0 0.1 0.43
H 6.7104 1.1419 -1.2282 0.0 0.0 0.0 0.43
H 6.1280 0.8686 -2.8774 0.0 0.0 0.0 0.42
H 7.0103 -0.4074 -2.0236 0.0 0.0 0.0 0.43
H -4.8499 2.1882 -3.2912 0.0 0.0 0.0 0.43
H -4.9017 0.9145 -4.5165 0.0 0.0 0.0 0.44
H -3.7041 2.2115 -4.6431 0.0 0.0 0.0 0.44
H -4.6401 0.4303 -1.4651 0.0 0.0 0.0 0.36
H -3.4239 -0.8360 -1.5743 0.0 0.1 -0.1 -0.02
H -4.7559 -0.8059 -2.7354 0.0 0.1 0.0 0.50
H -1.8723 0.4299 -4.7845 0.0 0.0 0.0 0.41
H -3.0864 -0.8578 -4.6230 0.0 0.0 0.0 0.47
H -1.7209 -0.7529 -3.4846 0.0 0.0 0.0 -0.29
N -1.8135 -4.8602 0.1382 0.0 0.2 0.0 -0.32
C -2.8998 -4.1520 0.5484 0.2 0.2 0.0 -0.05
N -2.8844 -2.8583 0.7235 -0.3 -0.3 0.1 0.52
C -4.1267 -2.4150 1.1395 -0.1 -0.1 0.0 -0.24
C -5.0816 -3.3700 1.2646 0.0 0.1 0.0 -0.52
S -4.4261 -4.9131 0.8575 -0.1 0.0 0.0 -0.27
C -4.3217 -0.9963 1.4667 -0.1 0.2 0.1 -0.67
C -5.4037 -0.4971 2.1178 0.0 0.0 0.0 -0.44
S -5.2116 1.2046 2.3461 -0.1 -0.1 0.1 -0.28
C -3.6706 1.1118 1.5645 0.4 -0.2 -0.2 -0.23
N -3.3404 -0.0811 1.1548 -0.1 0.1 0.0 1.20
N -2.8897 2.2130 1.3609 -0.3 -0.1 0.1 -0.01
H -0.9194 -4.3894 0.2729 0.0 -0.1 0.0 0.25
H -1.8232 -5.8545 0.2731 0.0 0.0 0.0 0.26
H -6.1128 -3.2502 1.5566 0.1 -0.1 0.0 0.43
H -6.2647 -1.0282 2.4934 0.1 0.1 0.0 0.46
H -2.9829 2.9761 2.0096 0.0 0.0 0.0 0.34
H -1.9402 2.0024 1.0915 0.2 0.0 0.0 -0.67
N 3.0671 -3.4763 0.0731 0.0 -0.1 0.0 -0.23
C 3.1005 -3.6294 1.4403 0.1 0.1 -0.1 -0.60
C 1.8001 -3.6991 1.8280 -0.1 0.0 0.0 -0.69
N 0.9721 -3.5835 0.7360 -0.2 -0.1 0.0 -0.22
C 1.7631 -3.4510 -0.3041 0.0 0.0 0.1 0.36
C 1.2999 -3.3366 -1.6830 -0.1 0.1 -0.1 -0.19
N 0.1292 -2.8603 -2.0462 0.1 -0.1 0.0 0.00
C 0.0947 -2.9645 -3.4153 0.0 0.1 0.0 -0.54
C 1.2591 -3.4948 -3.8805 0.1 -0.1 0.0 -0.74
N 2.0243 -3.7318 -2.7640 -0.1 0.0 0.0 0.14
H 3.8533 -3.2379 -0.5050 0.1 0.1 -0.1 0.21
H 4.0255 -3.6478 1.9938 -0.1 0.0 -0.1 0.47
H 1.4158 -3.8254 2.8270 0.0 0.0 -0.1 0.67
H -0.7563 -2.6393 -3.9922 0.0 0.0 0.1 0.49
H 1.6079 -3.7229 -4.8744 0.0 0.0 0.1 0.44
H 2.9346 -4.1520 -2.7570 0.1 0.0 0.0 0.21
```
Forces are in eV/Å.

Properties
lowest unoccupied orbital energy: 0.19 eV
electronic energy: -3590.9777 Ha
energy relative to the best compared isomer or geometry (same formula, charge and spin): 0.660 eV
total charge: 0

***

[4]
Computed, not measured: a cluster of 2 separate species, C41H36O2P in total, with the ωB97M-V functional and the def2-TZVPD basis.

XYZ file:
```
80
Properties=species:S:1:pos:R:3:forces:R:3:mulliken_charge:R:1
C 7.7357 -0.1659 -1.7255 0.2 0.1 0.3 -1.42
C 6.2846 -0.0803 -2.0413 0.1 -0.1 0.0 1.07
C 5.7110 -0.9504 -2.9619 -0.2 -0.2 -0.2 -0.72
C 4.3671 -0.8981 -3.2423 0.1 -0.1 -0.1 -0.78
C 3.5242 0.0324 -2.6043 -0.4 0.1 -0.1 0.75
C 2.1377 0.0019 -2.9178 0.4 0.3 0.4 -0.31
C 1.0477 0.6734 -2.3358 -0.1 0.0 0.2 1.14
C 1.1060 1.4343 -1.1427 0.1 -0.2 -0.1 -0.43
C 0.0233 2.1266 -0.6895 -0.8 0.5 0.2 -0.12
C -1.2062 2.0835 -1.3693 -0.5 1.1 -0.3 -0.03
O -2.3181 2.8564 -0.9488 1.3 -0.8 -0.6 -0.27
C -2.4271 4.1974 -1.4204 0.5 0.6 -0.6 0.06
C -3.3313 4.5163 -2.4378 0.3 -1.1 0.6 -0.32
C -3.3939 5.7925 -2.9479 0.1 0.3 0.0 -0.55
C -2.5672 6.7799 -2.4465 0.0 0.2 -0.1 -0.41
C -1.6837 6.4908 -1.4236 0.0 0.2 -0.2 -0.68
C -1.6123 5.2143 -0.9141 -0.2 -1.2 0.3 -0.06
C -1.2960 1.2646 -2.5087 -0.9 0.5 0.5 -0.65
C -0.2120 0.5838 -2.9764 0.5 -0.1 0.0 -0.99
C 4.1333 0.9497 -1.7268 0.3 0.2 0.1 -0.33
C 5.4758 0.8800 -1.4445 -0.4 0.1 0.1 -1.06
H 8.0052 0.5079 -0.9107 0.0 0.0 -0.1 0.38
H 8.0000 -1.1798 -1.4220 0.0 0.0 -0.1 0.36
H 8.3359 0.0997 -2.5967 0.0 -0.1 0.0 0.34
H 6.3357 -1.6691 -3.4643 0.1 -0.2 -0.1 0.44
H 3.9419 -1.5774 -3.9613 -0.1 -0.2 -0.1 0.43
H 1.8862 -0.6363 -3.7476 -0.1 -0.3 -0.3 0.39
H 2.0031 1.4482 -0.5560 0.0 0.0 0.2 0.32
H 0.1003 2.7258 0.2003 0.0 0.1 0.2 0.59
H -3.9691 3.7395 -2.8211 -0.2 -0.2 -0.1 0.43
H -4.0700 6.0169 -3.7574 -0.1 0.0 0.0 0.39
H -2.5967 7.7707 -2.8675 0.0 0.2 0.0 0.40
H -1.0326 7.2611 -1.0412 0.0 0.1 0.1 0.39
H -0.9329 4.9824 -0.1132 0.2 0.0 0.2 0.35
H -2.2426 1.1974 -3.0144 -0.2 0.0 -0.1 0.50
H -0.2926 -0.0080 -3.8722 -0.1 -0.1 -0.2 0.45
H 3.5755 1.7721 -1.3259 0.0 0.1 0.1 0.58
H 5.9122 1.5874 -0.7599 0.1 0.2 0.1 0.36
C 2.9669 -1.7533 2.7818 0.7 -0.1 -0.3 -1.43
C 1.4762 -1.7087 2.8880 -0.1 0.1 1.0 1.00
C 0.7507 -1.8763 1.7337 -2.2 0.0 -1.6 -1.21
P -1.0396 -1.8585 1.7597 2.9 -0.2 0.6 2.55
C -1.6641 -3.2245 2.7651 -0.3 0.8 -0.4 0.15
C -1.8365 -3.0629 4.1213 0.0 0.3 0.6 -0.10
C -2.3190 -4.1096 4.8865 0.1 0.1 0.1 -0.84
C -2.6178 -5.3184 4.2904 0.0 -0.1 0.1 -0.48
C -2.4287 -5.4833 2.9330 0.1 -0.1 -0.2 -0.79
C -1.9550 -4.4316 2.1696 -0.1 -0.4 -0.3 -0.37
C -1.6569 -0.2788 2.3817 -0.1 -0.8 -0.3 -0.04
C -2.9170 -0.1632 2.9270 -0.5 0.0 0.2 -0.05
C -3.3635 1.0667 3.3771 -0.2 -0.1 0.0 -0.89
C -2.5496 2.1767 3.2713 -0.1 0.2 0.1 -0.72
C -1.2903 2.0582 2.7199 0.1 -0.1 -0.2 -0.84
C -0.8467 0.8270 2.2727 0.4 0.5 -0.1 -0.57
C -1.5811 -2.0879 0.0543 0.2 0.1 0.8 0.36
C -2.7664 -1.5394 -0.3782 -0.4 0.2 -0.1 -0.39
C -3.1802 -1.7402 -1.6825 -0.2 0.1 0.0 -0.75
C -2.4022 -2.4875 -2.5451 -0.1 0.0 -0.2 -0.61
C -1.2132 -3.0358 -2.1082 0.2 0.0 0.0 -0.92
C -0.8073 -2.8402 -0.8016 0.4 -0.3 -0.4 -0.67
O 0.9464 -1.5259 3.9908 -0.3 0.2 0.7 -0.69
H 3.2874 -1.9077 1.7521 0.1 0.0 -0.1 0.36
H 3.4032 -0.8221 3.1355 0.0 0.1 0.2 0.33
H 3.3660 -2.5651 3.3856 0.0 0.0 0.1 0.32
H 1.2469 -2.0012 0.7961 0.0 -0.1 -0.5 0.09
H -1.5760 -2.1215 4.5784 0.0 0.1 0.1 0.51
H -2.4531 -3.9825 5.9479 0.0 0.0 0.2 0.42
H -2.9868 -6.1366 4.8864 -0.1 -0.1 0.1 0.41
H -2.6432 -6.4319 2.4690 -0.1 -0.1 -0.1 0.43
H -1.8100 -4.5500 1.1080 0.0 -0.1 -0.2 0.32
H -3.5505 -1.0324 3.0019 -0.2 -0.1 0.1 0.56
H -4.3473 1.1608 3.8071 -0.1 0.0 0.1 0.46
H -2.8955 3.1362 3.6184 -0.1 0.1 0.1 0.43
H -0.6527 2.9221 2.6345 0.1 0.2 0.0 0.52
H 0.1334 0.7195 1.8365 0.2 -0.1 0.0 0.70
H -3.3630 -0.9546 0.3029 -0.2 0.1 0.1 0.45
H -4.1087 -1.3128 -2.0240 -0.2 0.1 0.0 0.50
H -2.7219 -2.6446 -3.5615 -0.1 0.0 -0.2 0.44
H -0.6002 -3.6159 -2.7788 0.1 -0.1 -0.1 0.50
H 0.1092 -3.2840 -0.4472 0.1 -0.1 0.0 0.54
```
Forces are in eV/Å.

Properties
lowest unoccupied orbital energy: -5.51 eV
electronic energy: -2075.5043 Ha
energy relative to the best compared isomer or geometry (same formula, charge and spin): 0.361 eV
total charge: +1

***

no.,maximum force (eV/A)
1,7.90
2,3.50
3,0.75
4,2.94